{"formula": "C30H32NO2", "method": "ωB97M-V with the def2-TZVPD basis set", "elements": ["C", "C", "C", "C", "N", "C", "C", "O", "C", "C", "C", "C", "H", "H", "H", "H", "H", "H", "H", "H", "H", "H", "H", "H", "H", "H", "H", "H", "H", "C", "O", "C", "C", "C", "C", "C", "C", "C", "C", "C", "C", "C", "C", "C", "C", "C", "C", "C", "C", "C", "H", "H", "H", "H", "H", "H", "H", "H", "H", "H", "H", "H", "H", "H", "H"], "xyz": [[-0.94, 1.02, 2.75], [-2.31, 1.68, 2.62], [-3.01, 1.45, 1.27], [-2.49, 0.31, 0.40], [-3.33, -0.10, -0.59], [-4.47, 0.76, -0.93], [-5.40, 0.18, -1.99], [-4.70, -0.57, -2.98], [-4.06, -1.70, -2.37], [-2.98, -1.29, -1.36], [-1.27, -0.30, 0.71], [-0.94, -0.39, 2.15], [-0.22, 1.63, 2.21], [-0.61, 1.00, 3.79], [-2.96, 1.30, 3.43], [-2.21, 2.76, 2.79], [-4.08, 1.29, 1.52], [-2.98, 2.39, 0.69], [-5.10, 0.94, -0.04], [-4.11, 1.74, -1.29], [-6.18, -0.43, -1.49], [-5.87, 1.01, -2.55], [-4.80, -2.35, -1.87], [-3.59, -2.22, -3.22], [-2.04, -1.13, -1.90], [-2.84, -2.14, -0.68], [-0.83, -1.03, 0.02], [0.01, -0.89, 2.31], [-1.71, -0.98, 2.70], [4.12, -4.30, -3.68], [3.31, -4.41, -2.49], [2.79, -3.28, -1.94], [2.10, -3.42, -0.72], [1.67, -2.30, -0.03], [1.86, -1.00, -0.55], [1.53, 0.17, 0.25], [1.45, 1.51, -0.31], [1.78, 2.46, 0.73], [1.85, 3.82, 0.47], [1.64, 4.26, -0.83], [1.31, 3.35, -1.85], [1.19, 1.98, -1.60], [2.13, 1.71, 1.93], [2.04, 0.31, 1.62], [2.46, -0.62, 2.57], [2.79, -0.16, 3.86], [2.81, 1.20, 4.16], [2.50, 2.16, 3.19], [2.48, -0.88, -1.83], [2.95, -1.99, -2.51], [4.39, -5.33, -3.90], [3.54, -3.87, -4.51], [5.02, -3.70, -3.50], [1.96, -4.42, -0.32], [1.19, -2.43, 0.94], [2.09, 4.49, 1.30], [1.73, 5.33, -1.07], [1.16, 3.72, -2.87], [0.91, 1.28, -2.38], [2.51, -1.68, 2.32], [3.05, -0.90, 4.62], [3.08, 1.53, 5.17], [2.54, 3.23, 3.38], [2.65, 0.10, -2.25], [3.46, -1.87, -3.47]], "mulliken_charge": [0.43, -1.60, -0.75, 0.71, 0.18, -0.32, -0.80, -0.39, -0.77, -0.37, 0.06, -1.11, -0.38, 0.50, 0.41, 0.38, 0.32, 0.44, 0.20, 0.36, 0.35, 0.35, 0.36, 0.32, 0.28, 0.30, 0.32, 0.04, 0.62, -0.82, -0.42, 0.75, -1.24, -0.19, 0.51, 1.85, -0.79, 0.44, -0.48, -0.71, -0.99, -0.07, -0.67, 0.35, 0.31, -0.94, -0.84, -0.43, -1.05, -0.81, 0.26, 0.33, 0.37, 0.48, 0.51, 0.45, 0.42, 0.44, 0.73, 0.47, 0.44, 0.42, 0.47, 0.65, 0.41], "homo_lumo_gap_ev": 4.5743, "spin_multiplicity": 1, "total_charge": 1, "homo_ev": -9.89, "de_lowest_ev": 1.116, "lumo_energy_ev": -5.32}

***

{"formula": "C30H33Cl2N5O6PPbS", "method": "ωB97M-V with the def2-TZVPD basis set", "elements": ["Pb", "Cl", "C", "Cl", "H", "H", "N", "C", "C", "C", "C", "C", "C", "P", "C", "C", "C", "C", "C", "C", "C", "C", "C", "C", "C", "C", "H", "H", "H", "H", "H", "H", "H", "H", "H", "H", "H", "H", "H", "H", "H", "H", "O", "S", "O", "O", "O", "N", "C", "N", "C", "C", "C", "C", "C", "H", "H", "H", "H", "H", "H", "H", "H", "H", "H", "C", "N", "C", "C", "C", "O", "N", "C", "O", "H", "H", "H", "H", "H"], "xyz": [[0.00, 0.61, -1.83], [0.40, 3.81, -3.04], [0.31, 3.10, -4.65], [-0.67, 1.61, -4.68], [1.31, 2.84, -4.96], [-0.17, 3.82, -5.31], [-2.25, 2.04, 1.74], [-2.48, 3.10, 2.66], [-3.51, 3.97, 2.91], [-3.38, 4.74, 4.08], [-2.28, 4.62, 4.91], [-1.23, 3.74, 4.61], [-1.34, 3.00, 3.45], [-0.68, 1.69, 2.33], [0.01, 0.48, 3.48], [1.15, 0.97, 4.13], [1.84, 0.17, 5.02], [1.38, -1.11, 5.29], [0.25, -1.59, 4.66], [-0.44, -0.81, 3.74], [0.62, 2.48, 1.37], [0.58, 3.86, 1.16], [1.55, 4.46, 0.38], [2.56, 3.69, -0.19], [2.63, 2.33, 0.06], [1.67, 1.71, 0.85], [-2.61, 1.93, 0.80], [-3.29, 0.12, 1.83], [-4.39, 4.05, 2.28], [-4.17, 5.42, 4.34], [-2.23, 5.21, 5.82], [-0.36, 3.67, 5.26], [1.49, 1.98, 3.92], [2.74, 0.54, 5.49], [1.92, -1.73, 6.00], [-0.10, -2.60, 4.85], [-1.30, -1.21, 3.24], [-0.21, 4.45, 1.60], [1.53, 5.53, 0.23], [3.31, 4.16, -0.82], [3.44, 1.74, -0.35], [1.71, 0.65, 1.07], [-1.53, -2.05, 0.21], [-1.90, -0.70, 0.45], [-2.93, -0.77, 1.64], [-2.54, 0.01, -0.64], [-0.74, 0.14, 0.93], [-0.44, -1.47, -2.75], [-0.78, -2.57, -2.75], [-1.13, -3.82, -2.80], [-1.82, -4.37, -3.98], [-3.31, -4.57, -3.67], [-3.53, -4.80, -2.17], [-2.35, -5.57, -1.58], [-1.10, -4.68, -1.60], [-1.34, -5.32, -4.21], [-1.67, -3.70, -4.82], [-3.66, -5.43, -4.25], [-3.88, -3.69, -4.00], [-4.46, -5.34, -2.01], [-3.61, -3.84, -1.65], [-2.19, -6.49, -2.15], [-2.55, -5.85, -0.54], [-0.19, -5.29, -1.62], [-1.07, -4.03, -0.73], [4.56, -0.04, -4.16], [3.97, -0.38, -2.87], [4.62, -1.23, -2.00], [4.08, -1.62, -0.84], [2.73, -1.18, -0.49], [2.17, -1.48, 0.55], [2.12, -0.37, -1.43], [2.70, 0.04, -2.56], [2.07, 0.83, -3.32], [5.64, 0.08, -4.04], [4.13, 0.90, -4.51], [4.36, -0.81, -4.90], [5.61, -1.54, -2.32], [4.61, -2.27, -0.16]], "mulliken_charge": [1.17, -0.07, -0.31, -0.10, 0.18, 0.40, 0.00, 0.25, -1.21, -0.50, -0.76, -0.90, 0.39, 1.88, 1.00, -0.39, -0.92, -0.54, -0.91, -0.41, 0.55, -0.61, -1.00, -0.76, -0.33, -0.68, 0.33, 0.43, 0.48, 0.42, 0.43, 0.48, 0.47, 0.43, 0.41, 0.44, 0.50, 0.45, 0.46, 0.42, 0.52, 0.69, -0.56, 1.24, -0.55, -0.71, -0.75, -0.72, 0.55, 0.06, -0.82, -0.60, -0.50, -0.72, -0.38, 0.36, 0.40, 0.36, 0.31, 0.40, 0.17, 0.37, 0.41, 0.27, 0.20, -1.06, 0.25, -0.15, -1.19, 0.41, -0.61, 0.32, 0.36, -0.78, 0.38, 0.32, 0.31, 0.40, 0.49], "homo_lumo_gap_ev": 9.0524, "spin_multiplicity": 1, "total_charge": 1, "homo_ev": -10.99, "de_lowest_ev": 2.190, "lumo_energy_ev": -1.94}

***

{"formula": "C30H33Cl44FN3O", "method": "ωB97M-V with the def2-TZVPD basis set", "elements": ["C", "C", "C", "C", "O", "N", "C", "C", "F", "C", "N", "N", "C", "C", "C", "C", "C", "C", "C", "C", "C", "C", "C", "C", "H", "H", "H", "H", "H", "H", "H", "H", "H", "H", "H", "H", "H", "H", "H", "H", "H", "H", "H", "H", "H", "H", "H", "H", "H", "H", "H", "H", "H", "H", "H", "H", "H", "C", "Cl", "Cl", "Cl", "Cl", "C", "Cl", "Cl", "Cl", "Cl", "C", "Cl", "Cl", "Cl", "Cl", "C", "Cl", "Cl", "Cl", "Cl", "C", "Cl", "Cl", "Cl", "Cl", "C", "Cl", "Cl", "Cl", "Cl", "C", "Cl", "Cl", "Cl", "Cl", "C", "Cl", "Cl", "Cl", "Cl", "C", "Cl", "Cl", "Cl", "Cl", "C", "Cl", "Cl", "Cl", "Cl", "C", "Cl", "Cl", "Cl", "Cl"], "xyz": [[6.18, 1.52, -0.25], [6.28, 2.97, -0.77], [5.09, 3.33, -1.67], [4.97, 2.44, -2.88], [3.64, 2.62, -3.43], [3.29, 1.58, -4.27], [3.41, 1.95, -5.71], [2.22, 2.68, -6.29], [1.27, 1.81, -6.79], [2.18, 0.95, -3.89], [1.82, -0.10, -4.63], [1.41, 1.26, -2.78], [0.78, 2.60, -2.86], [-0.54, 2.70, -2.09], [-0.58, 4.03, -1.31], [0.45, 4.11, -0.18], [2.11, 1.00, -1.51], [1.22, 0.31, -0.49], [1.43, 0.46, 0.85], [0.57, -0.14, 1.72], [-0.47, -0.89, 1.29], [-1.44, -1.52, 2.27], [-0.65, -1.08, -0.05], [0.20, -0.47, -0.92], [5.21, 1.36, 0.22], [6.33, 0.81, -1.07], [6.98, 1.34, 0.46], [7.22, 3.08, -1.31], [6.30, 3.62, 0.10], [4.19, 3.31, -1.05], [5.22, 4.38, -1.96], [5.12, 1.39, -2.64], [5.68, 2.79, -3.62], [4.25, 2.64, -5.78], [3.70, 1.09, -6.30], [2.58, 3.25, -7.15], [1.77, 3.40, -5.61], [0.87, -0.25, -4.94], [2.53, -0.80, -4.82], [1.50, 3.34, -2.50], [0.55, 2.79, -3.90], [-0.67, 1.92, -1.35], [-1.40, 2.69, -2.75], [-0.38, 4.84, -2.02], [-1.56, 4.20, -0.88], [0.40, 5.11, 0.24], [0.25, 3.41, 0.64], [1.48, 3.96, -0.51], [2.59, 1.88, -1.10], [2.92, 0.28, -1.71], [2.27, 1.06, 1.18], [0.74, 0.01, 2.78], [-1.19, -2.54, 2.51], [-2.43, -1.43, 1.82], [-1.47, -0.88, 3.15], [-1.46, -1.70, -0.43], [0.03, -0.60, -1.98], [-4.38, 0.63, 4.89], [-4.20, 0.80, 3.14], [-5.69, -0.51, 5.24], [-2.87, 0.01, 5.59], [-4.75, 2.20, 5.60], [8.44, -0.76, -3.19], [6.75, -0.57, -3.73], [8.47, -1.72, -1.72], [9.36, -1.56, -4.46], [9.13, 0.83, -2.87], [6.96, -4.63, 0.68], [5.28, -4.45, 0.16], [7.03, -5.58, 2.16], [7.89, -5.43, -0.59], [7.65, -3.03, 1.00], [2.92, -2.15, 4.99], [4.58, -2.43, 4.46], [1.99, -1.38, 3.68], [2.15, -3.69, 5.39], [2.91, -1.09, 6.41], [-0.53, -5.75, 1.02], [0.51, -5.28, 2.37], [-1.03, -4.30, 0.14], [0.36, -6.83, -0.06], [-1.97, -6.57, 1.64], [-8.64, 2.71, 5.41], [-10.37, 2.80, 5.05], [-8.40, 1.88, 6.95], [-7.82, 1.83, 4.12], [-7.97, 4.35, 5.52], [-4.34, -3.25, -2.25], [-4.84, -2.46, -3.76], [-5.72, -3.43, -1.18], [-3.65, -4.83, -2.61], [-3.10, -2.24, -1.45], [-5.39, -6.85, 3.85], [-7.10, -6.62, 3.49], [-5.23, -7.78, 5.35], [-4.62, -7.73, 2.53], [-4.62, -5.27, 4.05], [-10.17, 4.29, 1.13], [-8.95, 4.43, -0.14], [-9.45, 4.70, 2.69], [-11.50, 5.40, 0.78], [-10.78, 2.64, 1.18], [-13.91, 4.88, -2.31], [-14.25, 6.30, -1.31], [-14.86, 4.97, -3.80], [-12.19, 4.84, -2.72], [-14.34, 3.42, -1.42], [6.06, -7.92, 5.57], [7.41, -7.80, 4.44], [6.62, -7.56, 7.20], [4.81, -6.75, 5.09], [5.38, -9.55, 5.52]], "mulliken_charge": [-0.66, -0.67, -0.12, 0.14, -0.26, 0.52, -0.84, -0.33, -0.30, -0.74, -0.18, 0.84, -0.41, -0.17, -0.92, -0.68, 0.06, 0.17, -0.85, -1.52, 0.97, -1.37, 0.31, -0.23, 0.10, 0.02, 0.40, 0.29, 0.40, -0.15, 0.39, -0.21, 0.46, 0.50, 0.38, 0.40, 0.24, 0.21, 0.27, 0.36, 0.22, -0.16, 0.55, 0.29, 0.48, 0.44, 0.17, 0.03, -0.51, 0.77, 0.55, 1.00, 0.21, 0.40, 0.19, -0.73, 0.30, 0.25, -0.06, -0.08, -0.11, -0.05, 0.26, -0.08, 0.00, -0.09, -0.10, 0.25, -0.05, 0.00, -0.10, -0.11, 0.30, -0.08, -0.02, -0.10, -0.11, 0.08, -0.02, 0.05, -0.11, 0.01, 0.20, -0.05, -0.09, 0.04, -0.09, 0.31, -0.11, -0.08, -0.09, -0.01, 0.35, -0.09, -0.09, -0.11, -0.06, 0.29, -0.12, -0.02, -0.04, -0.10, 0.34, -0.09, -0.10, -0.07, -0.08, 0.32, -0.11, -0.09, -0.03, -0.09], "homo_lumo_gap_ev": 7.6693, "spin_multiplicity": 1, "total_charge": 1, "homo_ev": -11.28, "lumo_energy_ev": -3.61}

***

| no. | largest force on an atom (hartree/bohr) | DFT total energy (eV) |
| --- | --- | --- |
| 1 | 0.0438 | -37205.8949 |
| 2 | 0.0178 | -101794.2594 |
| 3 | 0.0483 | -591855.1065 |